# 1
ORCA calculation (ωB97M-V/def2-TZVPD) on 2 unconnected molecules or ions with the total composition C2H11N3.

Structure (XYZ):
```
16
C2H11N3 (ωB97M-V/def2-TZVPD)
C -1.820 -0.265 0.538
N -1.490 0.337 -0.792
H -2.305 -1.273 0.370
H -1.144 -0.300 1.411
H -2.576 0.407 0.987
H -1.751 1.338 -0.758
H -1.964 -0.147 -1.536
N 2.019 1.064 0.271
C 1.652 -0.404 0.384
N 1.008 -1.005 -0.761
H 1.757 1.593 1.097
H 1.348 1.399 -0.439
H 0.981 -0.491 1.234
H 2.635 -0.886 0.489
H 1.534 -0.915 -1.623
H 0.115 -0.451 -0.871
```

- structure (SMILES) = NCN.CN
- net charge = 0
- largest force on an atom (eV/A) = 2.4
- relative energy (zero: lowest compared OMol25 entry of this formula, charge and spin) (kJ/mol) = 97.2
- HOMO-LUMO gap (hartree) = 0.354

Mulliken atomic charge list, values in e, 4 entries: -0.773 -0.630 0.237 0.234

***

# 2
ORCA calculation (ωB97M-V/def2-TZVPD) on a molecular structure, C27H40N2OPbS4Si.

Structure (XYZ):
```
76
C27H40N2OPbS4Si (ωB97M-V/def2-TZVPD)
Pb 0.274 1.414 1.296
C 3.010 0.423 1.787
C 3.073 1.681 2.383
C 2.051 1.766 3.352
C 1.387 0.515 3.401
C 1.943 -0.303 2.384
H 3.692 0.037 1.041
H 3.778 2.462 2.139
H 1.900 2.583 4.041
H 0.667 0.202 4.141
H 1.742 -1.356 2.244
C -1.595 5.270 1.950
C -2.443 4.903 0.743
S -2.237 3.167 0.183
C -2.096 3.453 -1.611
C -0.899 4.265 -2.100
S 0.702 3.648 -1.492
C 1.454 5.115 -0.712
C 0.642 5.894 0.314
S 0.183 4.922 1.797
H -1.894 4.685 2.820
H -1.722 6.329 2.180
H -2.221 5.550 -0.104
H -3.496 5.029 0.998
H -3.015 3.939 -1.944
H -2.067 2.442 -2.018
H -0.975 5.311 -1.805
H -0.875 4.228 -3.190
H 1.762 5.790 -1.512
H 2.349 4.704 -0.242
H -0.270 6.307 -0.114
H 1.256 6.724 0.665
C 2.850 -6.091 -1.137
C 1.713 -5.088 -1.295
C 1.970 -3.819 -0.490
N 0.908 -2.844 -0.684
C 0.994 -1.540 -0.932
S -0.371 -0.577 -0.836
N 2.224 -0.989 -1.251
C 3.168 -1.378 -2.196
O 4.268 -0.876 -2.190
C 2.753 -2.380 -3.223
C 1.489 -2.358 -3.807
C 1.174 -3.273 -4.801
C 2.110 -4.212 -5.209
C 3.375 -4.226 -4.636
C 3.702 -3.301 -3.659
H 2.635 -6.996 -1.704
H 2.986 -6.370 -0.091
H 3.788 -5.674 -1.507
H 0.779 -5.543 -0.954
H 1.592 -4.831 -2.348
H 2.924 -3.379 -0.769
H 2.023 -4.070 0.574
H -0.028 -3.148 -0.454
H 2.425 -0.108 -0.791
H 0.757 -1.620 -3.506
H 0.193 -3.253 -5.256
H 1.857 -4.930 -5.979
H 4.106 -4.958 -4.954
H 4.690 -3.280 -3.218
C -5.421 -0.529 1.340
Si -4.376 -0.588 2.913
C -4.259 -2.374 3.519
C -5.154 0.478 4.266
C -2.724 0.095 2.504
C -1.669 0.596 2.148
H -6.424 -0.934 1.490
H -4.943 -1.102 0.543
H -5.520 0.498 0.983
H -5.244 -2.772 3.770
H -3.632 -2.445 4.410
H -3.821 -3.020 2.755
H -6.139 0.113 4.563
H -5.263 1.510 3.929
H -4.519 0.490 5.154
```

- net charge = 0
- largest force on an atom (eV/A) = 0.7
- relative energy (zero: lowest compared OMol25 entry of this formula, charge and spin) (kJ/mol) = 78.3
- HOMO-LUMO gap (hartree) = 0.280

Mulliken atomic charge list, values in e, 4 entries: 1.073 -0.573 -0.723 -0.593

***

# 3
ORCA calculation (ωB97M-V/def2-TZVPD) on a molecular structure, C7H20CeClOSiTi.

Structure (XYZ):
```
32
C7H20CeClOSiTi (ωB97M-V/def2-TZVPD)
Ti 1.089 -0.521 -4.914
Cl 3.044 -1.305 -4.402
C 1.072 1.471 -4.632
C -0.379 -1.399 -3.781
H 0.087 1.805 -5.010
H 1.207 1.826 -3.604
H 1.842 1.910 -5.291
H -1.162 -1.592 -4.557
H -0.859 -0.806 -2.971
H -0.029 -2.391 -3.449
Ce -0.042 -1.095 -0.443
C -1.985 0.099 -0.868
C 1.466 0.417 0.000
H -1.902 0.743 -1.755
H -2.748 -0.692 -1.024
H -2.224 0.679 0.042
H 1.316 1.496 -0.222
H 2.294 0.268 0.745
C 1.455 -0.788 3.596
Si -0.195 -0.333 2.841
C -1.588 -0.677 4.040
C -0.222 1.507 2.495
O -0.482 -1.368 1.591
H 1.513 -0.331 4.592
H 2.293 -0.422 2.991
H 1.565 -1.873 3.708
H -1.342 -0.371 5.062
H -2.502 -0.147 3.750
H -1.832 -1.745 4.069
H 0.627 1.847 1.893
H -1.151 1.826 2.008
H -0.226 1.963 3.500
```

- net charge = -1
- largest force on an atom (eV/A) = 2.4
- multiplicity = 3
- relative energy (zero: lowest compared OMol25 entry of this formula, charge and spin) (kJ/mol) = 232.4
- HOMO-LUMO gap (spin up / spin down) (hartree) = 0.152 / 0.230

Mulliken atomic charge list, values in e, 4 entries: 0.466 -0.580 -1.236 -0.898

***

# 4
ORCA calculation (ωB97M-V/def2-TZVPD) on 8 unconnected molecules or ions with the total composition C5H25NO8.

Structure (XYZ):
```
39
C5H25NO8 (ωB97M-V/def2-TZVPD)
C -0.589 -2.240 0.217
C -0.890 -1.146 1.215
N 0.131 -0.112 1.541
C 2.385 -0.374 2.635
C 1.511 -0.760 1.501
C 2.403 -0.360 0.254
O 1.951 0.455 -0.608
H -0.706 -1.891 -0.784
H 0.514 -2.648 0.183
H -1.089 -3.213 0.541
H -1.722 -0.472 0.729
H -1.277 -1.738 2.064
H 0.073 0.684 0.806
H 1.865 -0.757 3.521
H 2.271 0.703 2.981
H 3.351 -0.607 2.558
H 1.217 -1.864 1.365
H 3.464 -0.699 0.163
H -0.092 -2.851 -3.790
H 0.504 -1.755 -2.809
O 0.380 -2.717 -3.019
H 0.044 1.378 2.607
H 0.794 2.865 3.040
O 0.625 1.929 3.192
H -3.731 1.202 -2.588
H -3.435 2.467 -1.596
O -3.320 2.066 -2.475
H -0.726 1.790 -1.884
H 0.280 1.869 -0.667
O -0.563 1.484 -0.870
H -0.999 0.613 -2.852
H 0.097 0.376 -3.866
O -0.575 -0.143 -3.318
H 1.410 1.377 -2.505
H 0.907 2.716 -2.801
O 0.885 1.789 -3.055
H -1.972 0.660 2.440
H -2.675 -0.502 2.988
O -2.702 0.427 2.945
```

- net charge = -1
- largest force on an atom (eV/A) = 8.1
- multiplicity = 2
- relative energy (zero: lowest compared OMol25 entry of this formula, charge and spin) (kJ/mol) = 396.2
- HOMO-LUMO gap (spin up / spin down) (hartree) = 0.108 / 0.244

Mulliken atomic charge list, values in e, 4 entries: -0.740 -0.878 -0.300 -1.903

***

# 5
ORCA calculation (ωB97M-V/def2-TZVPD) on 2 unconnected molecules or ions with the total composition C2HClFN.

Structure (XYZ):
```
6
C2HClFN (ωB97M-V/def2-TZVPD)
C 0.344 -0.201 -0.950
C -0.618 -0.013 0.104
N 2.175 1.311 -0.449
F -0.480 0.841 1.140
Cl 0.266 -1.541 0.395
H -1.686 -0.397 -0.241
```

- net charge = 0
- largest force on an atom (eV/A) = 3.5
- relative energy (zero: lowest compared OMol25 entry of this formula, charge and spin) (kJ/mol) = 1023.3
- HOMO-LUMO gap (spin up / spin down) (hartree) = 0.289 / 0.290

Mulliken atomic charge list, values in e, 4 entries: -0.494 0.496 -0.152 -0.196

***

# 6
ORCA calculation (ωB97M-V/def2-TZVPD) on C21H36N4O3 in the gas phase.

Structure (XYZ):
```
64
C21H36N4O3 (ωB97M-V/def2-TZVPD)
C 6.180 1.718 -2.084
H 6.452 0.788 -1.591
H 5.620 2.332 -1.382
H 7.098 2.242 -2.341
C 5.348 1.459 -3.338
C 5.111 2.772 -4.081
H 4.551 2.601 -4.998
H 6.057 3.242 -4.341
H 4.545 3.460 -3.457
C 4.000 0.815 -2.997
C 4.140 -0.600 -2.439
N 2.873 -1.314 -2.417
C 2.995 -2.697 -2.013
H 3.080 -2.818 -0.920
H 3.887 -3.127 -2.471
C 1.763 -3.436 -2.525
N 0.575 -2.749 -2.080
C 0.488 -1.438 -1.791
O -0.582 -0.927 -1.507
C 1.787 -0.647 -1.735
C 2.034 -0.296 -0.235
H 1.891 -1.165 0.402
C 1.131 0.870 0.113
O 1.325 1.958 -0.402
N 0.130 0.676 1.002
C -0.864 1.715 1.148
C -2.231 1.088 0.898
N -2.497 0.156 1.971
C -1.499 -0.629 2.414
O -1.601 -1.388 3.360
C -0.211 -0.600 1.595
H 0.588 -0.946 2.260
H -0.365 -1.351 0.809
C -3.790 0.124 2.636
C -4.923 -0.151 1.647
C -6.245 -0.277 2.400
C -6.528 0.992 3.198
C -5.389 1.276 4.173
C -4.065 1.405 3.426
H -3.251 1.576 4.133
H -4.116 2.263 2.751
H -5.318 0.458 4.894
H -5.592 2.194 4.727
H -7.467 0.884 3.746
H -6.638 1.836 2.512
H -7.055 -0.462 1.693
H -6.192 -1.129 3.081
H -4.712 -1.070 1.098
H -4.996 0.665 0.925
H -3.723 -0.711 3.342
H -3.007 1.852 0.881
H -2.211 0.571 -0.069
H -0.634 2.495 0.420
H -0.825 2.136 2.160
H 3.061 0.058 -0.134
H 1.597 0.300 -2.252
H -0.306 -3.240 -2.152
H 1.792 -3.464 -3.622
H 1.743 -4.462 -2.147
H 4.611 -0.572 -1.443
H 4.802 -1.172 -3.097
H 3.480 1.455 -2.283
H 3.396 0.757 -3.905
H 5.906 0.782 -3.996
```

- structure (SMILES) = CC(C)CCN1CCNC(=O)[C@H]1CC(=O)N1CCN(C2CCCCC2)C(=O)C1
- net charge = 0
- largest force on an atom (eV/A) = 0.7
- relative energy (zero: lowest compared OMol25 entry of this formula, charge and spin) (kJ/mol) = 110.2
- HOMO-LUMO gap (hartree) = 0.349

Mulliken atomic charge list, values in e, 4 entries: -1.474 0.345 0.290 0.460

***

# 7
ORCA calculation (ωB97M-V/def2-TZVPD) on 3 unconnected molecules or ions with the total composition C11H21BrFNO6S2Si.

Structure (XYZ):
```
44
C11H21BrFNO6S2Si (ωB97M-V/def2-TZVPD)
F -1.000 -2.201 -0.300
Si -1.243 -0.543 -0.188
Br -0.098 0.425 1.489
C -3.089 -0.180 -0.074
C -3.662 1.186 -0.095
C -5.100 1.277 -0.029
N -6.033 0.306 0.041
C -5.547 -0.956 0.094
C -4.125 -1.206 0.041
H -0.768 0.025 -1.456
H -3.003 2.085 -0.147
H -5.505 2.322 -0.037
H -6.246 -1.823 0.163
H -3.789 -2.270 0.095
O -0.188 0.140 -3.934
S -0.027 -0.288 -5.293
O -1.115 -0.255 -6.224
O 0.620 -1.756 -5.302
C -0.020 -2.785 -4.535
C -1.240 -3.339 -5.246
C 1.349 0.561 -6.003
H -0.276 -2.420 -3.537
H 0.715 -3.581 -4.408
H -2.034 -2.593 -5.302
H -1.630 -4.210 -4.717
H -0.993 -3.625 -6.270
H 2.196 0.487 -5.325
H 1.064 1.603 -6.137
H 1.581 0.111 -6.966
O 3.672 3.530 4.663
S 3.337 2.183 4.307
O 2.006 1.815 3.926
O 3.834 1.197 5.472
C 3.413 1.466 6.815
C 1.988 1.007 7.059
C 4.455 1.625 3.059
H 3.533 2.526 7.051
H 4.088 0.912 7.469
H 1.279 1.610 6.492
H 1.735 1.092 8.117
H 1.857 -0.029 6.744
H 5.473 1.850 3.373
H 4.219 2.158 2.139
H 4.318 0.555 2.917
```

- structure (SMILES) = F[Si@H](Br)c1ccncc1.CCOS(C)(=O)=O.CCOS(C)(=O)=O
- net charge = 0
- largest force on an atom (eV/A) = 3.7
- HOMO-LUMO gap (hartree) = 0.357

Mulliken atomic charge list, values in e, 4 entries: -0.319 0.643 -0.126 0.224

***

# 8
ORCA calculation (ωB97M-V/def2-TZVPD) on 2 unconnected molecules or ions with the total composition C56H59F4N4O2.

Structure (XYZ):
```
125
C56H59F4N4O2 (ωB97M-V/def2-TZVPD)
F -1.693 -2.401 -1.980
C -0.678 -2.346 -1.054
C 0.627 -2.522 -1.510
C 1.634 -2.436 -0.554
F 2.950 -2.530 -0.957
C 1.369 -2.221 0.795
C 0.051 -2.005 1.241
C -0.160 -1.604 2.651
C -0.465 -0.166 2.732
C -0.009 0.567 3.854
C 0.077 1.956 3.808
F 0.714 2.609 4.844
C -0.394 2.716 2.737
C -0.935 1.986 1.677
F -1.300 2.697 0.547
C -1.045 0.598 1.677
C -0.992 -2.091 0.281
H 0.851 -2.731 -2.550
H 2.200 -2.137 1.499
H 0.747 -1.793 3.254
H 0.379 0.007 4.707
H -0.330 3.804 2.736
H -1.491 0.138 0.793
H -2.029 -1.948 0.593
C 1.070 -5.535 7.393
C 1.980 -4.465 6.810
C 1.647 -3.101 7.415
C 3.402 -4.868 7.228
C 1.930 -4.307 5.265
C 2.963 -3.529 4.740
C 3.252 -3.571 3.387
C 2.495 -4.388 2.546
C 1.320 -4.997 2.977
C 0.472 -5.794 1.943
C 0.243 -7.238 2.373
C 1.131 -5.832 0.561
C -0.857 -5.095 1.726
C 0.967 -4.812 4.350
N -0.374 -5.108 4.813
C -1.430 -4.234 5.013
C -1.448 -2.974 4.424
C -2.329 -1.924 4.889
C -3.490 -1.516 4.157
C -4.541 -0.906 4.818
C -4.365 -0.579 6.183
N -5.501 -0.658 7.032
O -5.322 -0.632 8.274
O -6.627 -0.847 6.521
C -3.092 -0.616 6.797
C -2.063 -1.228 6.108
N -2.415 -4.997 5.676
C -3.746 -4.620 6.141
C -4.876 -4.721 5.280
C -5.030 -5.363 3.866
C -6.083 -6.482 3.940
C -3.798 -5.985 3.251
C -5.506 -4.249 2.920
C -6.102 -4.219 5.737
C -6.232 -3.619 6.968
C -5.162 -3.648 7.845
C -3.941 -4.227 7.503
C -2.905 -4.391 8.660
C -3.474 -3.955 10.019
C -1.695 -3.511 8.383
C -2.482 -5.845 8.872
C -1.936 -6.321 5.674
C -2.654 -7.530 6.070
C -3.990 -7.607 6.532
C -4.550 -8.847 6.814
C -3.813 -10.016 6.588
C -2.471 -9.956 6.179
C -1.886 -8.716 5.953
N -0.705 -6.383 5.214
H 1.136 -6.489 6.858
H 1.354 -5.709 8.442
H 0.024 -5.216 7.427
H 2.426 -2.367 7.183
H 0.702 -2.718 7.009
H 1.550 -3.169 8.506
H 4.152 -4.113 6.975
H 3.434 -5.031 8.312
H 3.681 -5.808 6.737
H 3.602 -2.940 5.407
H 4.114 -3.028 2.996
H 2.820 -4.498 1.510
H -0.204 -7.312 3.365
H -0.431 -7.714 1.651
H 1.193 -7.782 2.377
H 1.280 -4.826 0.149
H 2.085 -6.367 0.586
H 0.469 -6.365 -0.132
H -0.698 -4.218 1.101
H -1.588 -5.745 1.227
H -1.269 -4.736 2.667
H -0.912 -2.873 3.443
H -3.551 -1.719 3.084
H -5.527 -0.737 4.381
H -3.000 -0.228 7.813
H -1.039 -1.198 6.488
H -7.078 -6.108 4.203
H -6.160 -7.005 2.976
H -5.786 -7.218 4.698
H -2.979 -5.267 3.217
H -3.484 -6.895 3.772
H -4.026 -6.267 2.210
H -4.819 -3.394 2.981
H -5.522 -4.594 1.877
H -6.511 -3.891 3.171
H -6.978 -4.253 5.094
H -7.180 -3.187 7.270
H -5.325 -3.245 8.838
H -4.336 -4.573 10.298
H -2.705 -4.084 10.793
H -3.761 -2.899 10.018
H -1.330 -3.665 7.361
H -1.968 -2.451 8.469
H -0.882 -3.722 9.096
H -1.926 -6.245 8.023
H -1.820 -5.929 9.749
H -3.362 -6.481 9.035
H -4.571 -6.705 6.696
H -5.561 -8.883 7.223
H -4.278 -10.983 6.772
H -1.866 -10.853 6.041
H -0.846 -8.609 5.649
```

- net charge = +1
- largest force on an atom (eV/A) = 4.4
- HOMO-LUMO gap (hartree) = 0.155

Mulliken atomic charge list, values in e, 4 entries: -0.352 0.063 -0.696 0.190

***

Number 1: E -247.013274 hartree. Number 2: E -3312.638656 hartree. Number 3: E -2428.125074 hartree. Number 4: E -862.011693 hartree. Number 5: E -691.203427 hartree. Number 6: E -1266.611882 hartree. Number 7: E -4697.742008 hartree. Number 8: E -2937.790770 hartree.